1.
ORCA calculation (ωB97M-V/def2-TZVPD) on a cluster of 2 separate species, C5H13NO3P in total.

Summary:
multiplicity	1
orbital gap	8.9391	eV
charge	+1
E_tot	-819.92084	Ha
largest force on an atom	0.0093	Eh/bohr
energy above the lowest of the compared OMol25 structures with the same formula, charge and spin	0.0000	eV

Structure (XYZ):
```
23
Properties=species:S:1:pos:R:3:forces:R:3:mulliken_charge:R:1
O -3.0300 0.1926 -1.8774 0.11 -0.27 -0.19 -0.46
P -2.0563 -1.0107 -1.3763 -0.04 0.33 -0.17 0.12
O -2.1298 -0.7670 0.2308 0.26 -0.36 0.19 -0.46
C -0.4621 -0.0593 -1.7011 0.02 -0.16 0.38 0.00
C -0.0019 0.9999 -0.7000 0.32 -0.07 0.03 -0.46
C 1.5130 1.0303 -0.9791 -0.18 0.18 -0.32 -0.61
C 1.7621 -0.4143 -1.1530 0.16 -0.09 0.15 -0.11
N 0.7065 -0.9962 -1.5805 -0.20 0.06 -0.11 -0.03
H -3.7518 -0.1357 -2.4320 0.02 0.12 0.17 0.35
H -2.1048 -1.6058 0.7141 -0.24 0.20 -0.02 0.34
H -0.4768 0.3450 -2.7169 -0.05 -0.17 -0.10 0.30
H -0.1223 0.5845 0.3000 -0.24 0.26 0.14 0.11
H -0.4919 1.9619 -0.7820 -0.10 0.02 -0.11 0.40
H 2.1554 1.5598 -0.2860 -0.02 -0.17 0.22 0.36
H 1.6867 1.4403 -1.9880 0.10 0.18 0.09 0.35
H 2.6772 -0.9603 -0.9603 0.04 -0.03 -0.15 0.47
H 0.6542 -1.9816 -1.8124 0.04 -0.03 -0.05 0.32
C 0.3603 -0.3230 3.2093 -0.05 0.15 0.02 -0.55
O 1.4183 0.4816 2.6933 -0.10 -0.05 -0.16 -0.50
H 0.3632 -1.2589 2.6530 0.04 -0.01 0.01 0.17
H 0.4986 -0.5482 4.2678 0.03 -0.03 -0.01 0.32
H -0.6091 0.1660 3.0768 -0.02 -0.05 0.00 0.27
H 1.4413 1.2990 3.1999 0.07 -0.02 0.01 0.30
```
Positions in Å, forces in eV/Å.

2.
ORCA calculation (ωB97M-V/def2-TZVPD) on the molecule C4H9NO.

Summary:
multiplicity	1
orbital gap	10.5191	eV
SMILES string	CCC(=O)NC
E_tot	-287.82098	Ha
largest force on an atom	0.0064	Eh/bohr
energy above the lowest of the compared OMol25 structures with the same formula, charge and spin	0.3122	eV

Structure (XYZ):
```
15
Properties=species:S:1:pos:R:3:forces:R:3:mulliken_charge:R:1
C -1.4035 1.3467 0.8090 -0.08 0.03 -0.05 -1.07
C -0.1107 0.6795 1.2911 0.10 0.01 0.08 -0.44
C 0.6999 0.2461 0.0817 0.00 0.11 -0.10 0.62
O 1.3778 1.0354 -0.5566 -0.18 -0.21 0.18 -0.64
N 0.5492 -1.0625 -0.2828 -0.08 0.13 0.05 -0.22
C 0.9297 -1.5249 -1.6004 0.07 -0.04 -0.18 -0.83
H -2.0205 0.6440 0.2369 0.09 0.10 0.08 0.30
H -2.0011 1.7087 1.6509 0.11 -0.04 -0.11 0.32
H -1.1642 2.1938 0.1585 -0.06 -0.12 0.12 0.30
H 0.4920 1.3989 1.8525 -0.06 -0.12 -0.08 0.27
H -0.3319 -0.1683 1.9515 0.04 0.11 -0.12 0.28
H -0.1040 -1.6183 0.2421 0.03 0.04 0.03 0.23
H 0.0416 -1.7918 -2.1843 0.15 0.02 0.04 0.29
H 1.4447 -0.6993 -2.0922 -0.03 -0.13 0.01 0.33
H 1.6009 -2.3880 -1.5579 -0.09 0.12 0.05 0.25
```
Positions in Å, forces in eV/Å.

3.
ORCA calculation (ωB97M-V/def2-TZVPD) on a cluster of 2 separate species, C5H11NO3S in total.

Summary:
multiplicity	3
orbital gap (alpha / beta)	6.9725 / 7.0412	eV
⟨S²⟩	2.006
E_tot	-875.52496	Ha
largest force on an atom	0.1044	Eh/bohr
energy above the lowest of the compared OMol25 structures with the same formula, charge and spin	2.1226	eV

Structure (XYZ):
```
21
Properties=species:S:1:pos:R:3:forces:R:3:lowdin_spin:R:1
C 1.6435 2.5421 0.5471 0.32 1.55 -1.18 0.00
C 1.7749 1.0512 0.4129 -0.05 2.07 -0.32 0.00
C -1.8869 -2.4080 -0.5633 -0.02 3.04 -0.81 0.11
C -1.9937 -0.4298 0.8402 -2.37 4.15 2.46 0.64
C 1.5458 0.2746 -0.6247 0.12 0.26 -0.74 0.00
N -1.3671 -1.3343 0.2371 0.51 -4.34 -2.71 0.91
O 1.2386 -1.6891 1.0342 -3.53 0.63 0.97 0.06
O 1.5160 -2.2070 -1.3481 0.37 0.53 1.16 0.00
O 3.4065 -1.4621 0.1099 -0.50 -0.05 -0.03 0.01
S 2.0190 -1.3981 -0.2446 0.79 -0.35 -3.75 0.00
H 2.0106 3.1164 1.4758 0.12 -1.55 -1.42 0.00
H 0.5641 2.6979 0.6322 -0.07 0.44 -0.53 0.00
H 2.0621 0.5657 1.2736 0.78 -1.02 1.98 0.00
H -2.6318 -1.9784 -1.2986 0.60 -0.59 0.78 0.02
H -1.0640 -2.7450 -1.0830 1.72 -1.25 -1.63 0.02
H -2.2307 -3.1645 0.0578 -1.03 -1.48 1.11 0.02
H -3.0983 -0.4423 0.8646 0.64 -0.19 0.28 0.11
H -1.4190 0.2687 1.3979 -0.04 0.93 0.41 0.07
H 2.0828 3.0308 -0.4335 -1.14 -0.63 2.07 0.00
H 1.2278 0.6160 -1.6448 0.44 -0.75 1.08 0.00
H 0.2218 -1.3759 0.8264 2.33 -1.41 0.81 0.02
```
Positions in Å, forces in eV/Å.

4.
ORCA calculation (ωB97M-V/def2-TZVPD) on a structure of composition C15H23BN6SiTi.

Summary:
multiplicity	1
orbital gap (alpha / beta)	6.5301 / 6.5393	eV
charge	+2
E_tot	-2077.14153	Ha
largest force on an atom	0.0684	Eh/bohr
energy above the lowest of the compared OMol25 structures with the same formula, charge and spin	0.0000	eV

Structure (XYZ):
```
47
Properties=species:S:1:pos:R:3:forces:R:3:mulliken_charge:R:1
H 2.7518 -0.6289 1.6319 0.25 0.01 0.17 0.57
N 1.7547 -1.1568 -0.1597 0.67 -0.38 0.36 0.26
B 1.0951 -1.9123 -2.5253 -0.40 0.68 -0.37 0.07
N 2.1153 -1.7786 -1.3437 0.28 0.17 0.99 -0.24
C 3.4143 -2.0835 -1.2564 -0.98 0.32 0.25 -0.03
Ti -0.0206 -0.5821 0.2497 -1.51 2.24 -0.74 0.89
H 3.8887 -2.5878 -2.0733 0.25 -0.11 -0.18 0.50
C 3.9104 -1.6632 -0.0206 0.06 0.36 0.80 -1.10
H 4.9158 -1.7581 0.3468 0.10 -0.07 -0.07 0.44
C 2.8528 -1.0845 0.6626 0.08 -0.78 -1.63 -0.27
H 1.5545 -2.5396 -3.4344 -0.04 0.11 0.20 -0.01
C -1.9464 1.5467 0.4151 1.41 -1.42 -2.07 -0.31
H -2.9147 2.0713 0.4107 0.44 -0.29 0.33 0.47
H -2.1119 0.4329 0.2942 -0.69 0.67 -0.17 0.06
H -1.3534 1.8435 -0.4971 -1.09 0.19 0.75 -0.17
N 0.7244 -0.4429 -2.9318 0.04 -0.15 0.66 -0.02
N -0.2169 -2.5797 -1.9795 -0.60 -0.10 0.95 -0.10
N 0.2400 0.4081 -1.9713 -0.16 -0.12 0.99 0.15
N -0.8208 -2.0279 -0.8494 0.14 -0.38 -0.13 0.10
C 0.8850 0.2223 -4.0900 -0.48 0.48 0.61 -0.04
C -0.9456 -3.6480 -2.3584 0.52 0.94 0.35 0.02
H 1.2683 -0.2726 -4.9608 0.04 -0.10 -0.16 0.49
H -0.6440 -4.2281 -3.2305 -0.16 0.17 0.33 0.49
C 0.4690 1.5365 -3.9010 0.02 -0.41 0.78 -1.13
C -2.0303 -3.7908 -1.4837 -0.72 -0.46 0.17 -1.09
C 0.0906 1.6195 -2.5522 0.37 -0.97 -0.48 -0.23
C -1.9312 -2.7699 -0.5579 0.80 -0.16 -0.69 -0.15
H 0.4425 2.3273 -4.6120 0.06 0.29 -0.36 0.43
H -2.8037 -4.5641 -1.5246 0.45 0.45 -0.01 0.42
H -0.2504 2.4779 -1.9898 0.03 -0.10 -0.17 0.50
H -2.5189 -2.4969 0.3071 -0.22 -0.22 -0.12 0.52
H -0.9007 2.7633 1.8023 0.23 -0.84 0.91 0.38
C -1.6802 -0.8311 5.0657 -0.06 -0.50 -1.03 -1.02
Si -0.6888 0.5549 4.2095 -0.67 0.74 3.37 0.36
C -1.6551 2.1484 4.6593 -0.06 -0.10 -1.04 -1.10
C 0.7560 0.7270 5.4463 0.88 -0.27 -0.69 -1.09
C -0.6189 0.5627 2.2525 0.70 0.27 -1.40 -0.01
C -1.0602 1.6817 1.6126 -0.09 -0.34 -0.23 0.02
H -1.9969 -0.5016 6.0747 0.31 0.16 -0.60 0.30
H -1.0781 -1.7472 5.2000 -0.28 0.31 -0.12 0.34
H -2.5881 -1.0844 4.4958 0.17 -0.09 0.31 0.32
H -1.6882 2.3326 5.7487 0.16 -0.31 -0.56 0.36
H -1.1630 3.0071 4.1718 -0.28 -0.07 0.31 0.33
H -2.6910 2.0809 4.2856 0.29 0.19 0.13 0.31
H 1.1222 -0.2354 5.8277 -0.04 0.12 -0.29 0.35
H 1.6117 1.2680 5.0302 0.05 -0.03 0.16 0.34
H 0.4382 1.2897 6.3419 -0.28 -0.14 -0.61 0.31
```
Positions in Å, forces in eV/Å.

What did the second record say?
ORCA calculation (ωB97M-V/def2-TZVPD) on the molecule C4H9NO.

Summary:
multiplicity	1
orbital gap	10.5191	eV
SMILES string	CCC(=O)NC
E_tot	-287.82098	Ha
largest force on an atom	0.0064	Eh/bohr
energy above the lowest of the compared OMol25 structures with the same formula, charge and spin	0.3122	eV

Structure (XYZ):
```
15
Properties=species:S:1:pos:R:3:forces:R:3:mulliken_charge:R:1
C -1.4035 1.3467 0.8090 -0.08 0.03 -0.05 -1.07
C -0.1107 0.6795 1.2911 0.10 0.01 0.08 -0.44
C 0.6999 0.2461 0.0817 0.00 0.11 -0.10 0.62
O 1.3778 1.0354 -0.5566 -0.18 -0.21 0.18 -0.64
N 0.5492 -1.0625 -0.2828 -0.08 0.13 0.05 -0.22
C 0.9297 -1.5249 -1.6004 0.07 -0.04 -0.18 -0.83
H -2.0205 0.6440 0.2369 0.09 0.10 0.08 0.30
H -2.0011 1.7087 1.6509 0.11 -0.04 -0.11 0.32
H -1.1642 2.1938 0.1585 -0.06 -0.12 0.12 0.30
H 0.4920 1.3989 1.8525 -0.06 -0.12 -0.08 0.27
H -0.3319 -0.1683 1.9515 0.04 0.11 -0.12 0.28
H -0.1040 -1.6183 0.2421 0.03 0.04 0.03 0.23
H 0.0416 -1.7918 -2.1843 0.15 0.02 0.04 0.29
H 1.4447 -0.6993 -2.0922 -0.03 -0.13 0.01 0.33
H 1.6009 -2.3880 -1.5579 -0.09 0.12 0.05 0.25
```
Positions in Å, forces in eV/Å.